DFT (wB97M-V/def2-TZVPD) results for a structure of composition C4H8O2.

Last column: Löwdin charge in e.
Cartesian coordinates (Å):
1 C 1.514 0.145 -0.243  -0.0151
2 C 0.133 -0.140 0.309  -0.5351
3 O 0.294 -0.678 1.595  0.0071
4 C -0.779 -0.868 -0.700  -0.1132
5 O -1.416 0.371 -1.047  -0.1009
6 C -0.877 1.008 0.116  -0.1208
7 H 1.437 0.635 -1.219  0.0957
8 H 2.068 -0.791 -0.362  0.0910
9 H 2.070 0.792 0.442  0.0905
10 H -0.553 -0.631 2.056  0.0978
11 H -1.476 -1.571 -0.220  0.1261
12 H -0.305 -1.347 -1.565  0.1253
13 H -1.621 1.064 0.927  0.1250
14 H -0.489 2.012 -0.091  0.1265

Force components x, y, z for each atom (eV/Å):
0.04 0.01 -0.02
0.13 0.13 -0.29
-0.22 0.02 0.17
0.07 -0.36 -0.02
-0.13 0.04 -0.10
0.06 0.28 0.25
0.01 -0.08 0.12
-0.06 0.12 0.03
-0.09 -0.05 -0.09
0.12 -0.11 -0.05
0.07 0.11 -0.05
-0.07 0.07 0.15
0.10 -0.02 -0.09
-0.04 -0.14 0.02

Its HOMO energy is -9.92 eV. The lowest unoccupied orbital energy comes out at 0.86 eV.

***

DFT (wB97M-V/def2-TZVPD) results for a structure of composition C5H10O2.

Last column: Löwdin charge in e.
Cartesian coordinates (Å):
1 O 2.181 -0.379 1.391  -0.0601
2 C 1.757 -0.706 0.079  -0.2336
3 C 0.341 -0.293 -0.217  -0.3607
4 C -0.181 1.125 -0.194  -0.1288
5 C -1.686 0.889 0.254  -0.2600
6 O -1.837 -0.491 0.518  -0.1995
7 C -0.609 -1.106 -0.877  0.0820
8 H 2.198 0.583 1.463  0.0791
9 H 2.454 -0.278 -0.661  0.1217
10 H 1.840 -1.796 0.000  0.1219
11 H -0.568 -0.654 0.741  0.1796
12 H 0.358 1.755 0.525  0.1060
13 H -0.147 1.629 -1.168  0.1115
14 H -2.383 1.200 -0.534  0.1084
15 H -1.921 1.459 1.159  0.1125
16 H -1.285 -0.745 -1.653  0.1053
17 H -0.513 -2.191 -0.826  0.1148

Force components x, y, z for each atom (eV/Å):
0.05 0.28 0.10
-0.09 -0.20 -0.33
0.12 0.02 -0.32
0.07 0.06 0.03
-0.09 0.16 -0.04
0.08 -0.02 0.13
0.24 -0.04 0.01
0.03 -0.15 0.07
-0.10 -0.05 0.15
-0.02 0.14 -0.01
-0.36 -0.07 0.02
-0.10 -0.09 -0.09
-0.02 -0.10 0.15
0.10 -0.03 0.09
0.06 -0.07 -0.13
0.05 -0.01 0.17
-0.01 0.17 0.01

Its HOMO energy is -8.37 eV. The lowest unoccupied orbital energy comes out at 0.57 eV.

***

DFT (wB97M-V/def2-TZVPD) results for an isolated molecule of C3HNO2S2.

Last column: Löwdin charge in e.
Cartesian coordinates (Å):
1 O -0.878 2.311 -0.002  0.0921
2 C -0.202 1.326 0.000  -0.6026
3 N 1.171 1.314 -0.003  -0.2337
4 S 2.002 -0.204 0.001  1.0320
5 C 0.466 -1.101 -0.006  -0.7293
6 O 0.395 -2.293 0.001  0.0415
7 C -0.691 -0.110 -0.002  -0.6459
8 S -2.218 -0.559 0.002  0.9366
9 H 1.685 2.175 0.026  0.1092

Force components x, y, z for each atom (eV/Å):
-0.43 0.53 0.03
0.71 -0.67 -0.04
-0.15 -0.37 0.01
-0.28 0.25 -0.01
-0.08 0.04 0.07
0.02 0.16 -0.03
0.03 -0.13 -0.02
0.08 0.05 0.00
0.11 0.15 -0.01

Its HOMO energy is -9.58 eV. The lowest unoccupied orbital energy comes out at -2.29 eV. The SMILES is O=C1NSC(=O)C1=S.

***

DFT (wB97M-V/def2-TZVPD) results for the ion C27H24F2NO with charge +1.

Last column: Löwdin charge in e.
Cartesian coordinates (Å):
1 C 2.148 -2.116 0.152  0.0230
2 C 2.511 -0.987 1.086  -0.4161
3 O 3.618 -0.499 1.238  0.1357
4 N 1.362 -0.558 1.823  0.2060
5 C 1.414 0.051 3.033  -0.0523
6 C 2.598 -0.191 3.864  -0.0127
7 C 3.046 -1.756 4.509  -0.0945
8 C 2.675 -3.245 4.204  -0.1443
9 C 1.722 -3.960 4.991  -0.0381
10 C 1.380 -5.298 4.759  -0.0582
11 C 1.980 -6.075 3.755  0.0081
12 C 2.970 -5.416 3.051  -0.2277
13 F 3.539 -6.063 1.967  0.0346
14 C 3.296 -4.053 3.233  0.0073
15 C 4.531 -1.569 4.823  -0.2022
16 C 4.771 -0.536 5.752  -0.0703
17 C 5.961 0.171 5.760  -0.0540
18 C 6.993 -0.217 4.893  0.0038
19 C 6.823 -1.390 4.151  -0.2101
20 F 7.896 -1.836 3.394  0.0378
21 C 5.635 -2.148 4.162  0.0628
22 C 0.137 0.813 3.383  -0.1157
23 C -0.127 2.080 2.933  0.0143
24 C -1.406 2.760 3.288  -0.1606
25 C -2.579 1.784 3.291  -0.1364
26 C -2.223 0.580 4.080  -0.1733
27 C -3.237 -0.173 4.676  -0.0171
28 C -2.917 -1.299 5.440  -0.0519
29 C -1.562 -1.612 5.698  -0.0564
30 C -0.552 -0.854 5.101  -0.0164
31 C -0.877 0.178 4.215  -0.1453
32 H 1.395 -1.745 -0.563  0.1028
33 H 3.072 -2.373 -0.376  0.1037
34 H 1.739 -2.985 0.705  0.1036
35 H 0.449 -0.686 1.373  0.1862
36 H 2.515 0.489 4.747  0.1334
37 H 3.545 0.061 3.316  0.1366
38 H 2.487 -1.572 5.497  0.1231
39 H 1.228 -3.484 5.841  0.1043
40 H 0.556 -5.761 5.290  0.1117
41 H 1.651 -7.091 3.468  0.1385
42 H 4.065 -3.704 2.557  0.1096
43 H 3.950 -0.178 6.379  0.1184
44 H 6.076 1.059 6.384  0.1175
45 H 7.950 0.308 4.871  0.1269
46 H 5.555 -3.093 3.628  0.1082
47 H 0.700 2.641 2.480  0.1306
48 H -1.301 3.246 4.273  0.1434
49 H -1.641 3.526 2.559  0.1179
50 H -3.468 2.247 3.731  0.1314
51 H -2.802 1.508 2.252  0.1351
52 H -4.287 0.088 4.489  0.1282
53 H -3.699 -1.949 5.847  0.1139
54 H -1.280 -2.480 6.304  0.1063
55 H 0.529 -1.009 5.212  0.0886

Force components x, y, z for each atom (eV/Å):
0.42 0.38 -0.17
1.90 -0.81 -0.38
-2.31 -0.83 -0.21
-0.20 1.57 1.95
-1.19 -1.21 -1.81
1.17 0.13 0.47
-1.07 -0.45 2.75
-0.62 -0.61 -0.71
0.07 0.45 0.08
0.06 -0.12 -0.55
0.06 0.58 -0.02
-0.05 0.32 -1.09
-0.30 0.75 1.27
0.03 -0.53 -0.35
0.23 0.60 0.50
-0.22 0.44 -0.48
0.51 -0.22 -0.38
-0.01 -0.50 0.14
0.57 -0.53 0.03
-1.40 0.41 0.93
-0.04 1.02 -0.32
0.39 1.37 -0.40
1.70 -1.29 0.38
-0.38 0.15 0.01
0.34 0.27 -0.23
-0.17 -0.74 0.44
0.30 -0.54 0.16
0.66 -0.14 0.17
-0.05 0.05 -0.18
-0.09 0.06 -0.60
-1.00 -0.70 0.64
0.22 -0.29 0.15
-0.39 -0.18 -0.01
0.23 0.51 -0.22
0.43 0.42 0.19
0.21 -0.86 -0.62
-1.14 0.04 0.31
0.99 -0.54 -1.26
0.10 0.12 -0.36
0.18 0.23 0.32
0.33 0.73 0.40
-0.16 0.28 -0.08
0.19 -0.14 -0.22
0.04 -0.38 -0.07
-0.37 -0.17 -0.13
0.21 0.54 -0.04
-0.54 -0.13 -0.24
0.02 -0.10 -0.24
0.25 0.39 -0.04
0.14 -0.01 -0.25
-0.11 0.02 0.07
0.51 -0.04 0.18
0.29 0.37 -0.13
-0.29 0.42 -0.12
-0.64 -0.55 0.35

Its HOMO energy is -11.66 eV. The lowest unoccupied orbital energy comes out at -5.20 eV. As for the net charge: +1. The SMILES is CC(=O)/[NH+]=C(\CC(c1cccc(F)c1)c1cccc(F)c1)C1=CCCc2ccccc21.

***

lowest unoccupied orbital energy of number 2 (C5H10O2)? 0.57 eV